50
Properties=species:S:1:pos:R:3 method="wB97M-V/def2-TZVPD" orbital_gap_ha=0.192 homo_ev=-8.84
C 0.6132 3.2420 0.6016
C -0.5662 2.1216 0.6568
C -0.1613 0.9762 -0.4093
C 0.3611 -0.3944 0.2598
C 0.7286 -1.4091 -0.9764
C 2.3004 -1.6692 -1.0663
C 3.0618 -0.9258 -2.2275
C 4.6217 -1.0792 -2.3725
C 5.4087 -0.2944 -3.5135
O 6.6161 0.0210 -3.3611
O 4.7368 0.0883 -4.7051
C 5.3050 -2.0126 -1.3152
C 4.4378 -2.6864 -0.2360
N 2.9919 -2.5279 -0.1088
C 2.3109 -3.2194 1.0253
B 1.3445 -4.4576 0.5987
O 1.3419 -5.1352 -0.6635
O 0.4103 -4.9413 1.6015
H 1.5446 2.9002 0.0374
H 0.1525 4.1608 0.0855
H 0.9297 3.4617 1.6889
H -0.6540 1.6335 1.6964
H -1.5529 2.5752 0.2940
H 0.6794 1.3225 -1.1316
H -1.0487 0.6760 -1.0865
H -0.4563 -0.9014 0.9037
H 1.3297 -0.2478 0.8793
H 0.4053 -0.8741 -1.9491
H 0.0954 -2.3585 -0.9105
H 2.4583 -0.2761 -2.9580
H 4.7151 1.0743 -4.7142
H 6.4385 -2.1490 -1.3490
H 4.9459 -3.3467 0.5447
H 3.1523 -3.6757 1.6796
H 1.7498 -2.4970 1.7367
H 0.4053 -5.4532 -0.7645
H 0.1886 -4.1521 2.1626
B -5.4885 2.4946 1.4888
O -4.6811 1.5969 2.3356
C -3.7346 1.0753 1.5610
O -2.8942 0.2914 1.9425
C -3.8731 1.5956 0.1967
O -3.1665 1.3174 -0.7481
O -4.9026 2.4336 0.1372
O -6.8980 2.0745 1.4712
C -7.6202 3.0983 1.9350
O -8.8203 3.0855 2.0528
C -6.7303 4.2137 2.2699
O -7.0665 5.2839 2.7129
O -5.4658 3.8700 2.0102